1.
Formula: C11H24CaNO8P
Source: the OMol25 dataset
Level of theory: the ωB97M-V functional and the def2-TZVPD basis

Element x y z (Å)
Ca: -0.49129 -0.81268 0.50945
P: -0.91249 -4.63104 -0.03824
O: -2.42455 -4.56253 0.33760
O: -0.80522 -6.11525 -0.24211
O: -0.39109 -3.96730 1.26316
O: -0.65700 -3.55884 -1.15067
O: -3.54773 1.33250 4.60838
C: -2.68886 0.57586 3.86796
O: -2.92444 -0.61524 3.58386
O: -1.75732 1.11276 3.25054
H: -4.28123 0.72342 4.72061
C: -5.16031 0.86868 -1.27071
C: -4.76565 2.35877 -1.35176
C: -3.27775 2.37447 -1.70285
O: -2.96674 1.01724 -1.62178
C: -4.02796 0.20237 -1.91263
H: -6.04858 0.59947 -1.84221
H: -5.39298 0.43081 -0.30003
H: -4.88020 2.79684 -0.36026
H: -5.28833 2.90325 -2.13818
H: -2.67135 2.90294 -0.96727
H: -3.03083 2.84574 -2.65419
H: -3.75654 -0.79011 -1.55290
H: -4.19242 0.13974 -2.98833
C: 5.00433 -0.91909 -0.41481
C: 3.49939 -1.00504 -0.37662
N: 2.81338 0.22130 0.08444
C: 2.89954 1.30620 -0.80455
C: 2.38217 0.95412 -2.24227
C: 3.48864 0.60658 1.38038
C: 3.30517 -0.43807 2.48064
H: 5.37406 -1.81579 -0.91213
H: 5.51240 -0.80090 0.54226
H: 5.36562 -0.01314 -0.90145
H: 3.10508 -1.29898 -1.34935
H: 3.18240 -1.79185 0.30789
H: 2.27726 2.10859 -0.40825
H: 3.95385 1.56830 -0.89308
H: 1.50795 0.31048 -2.34006
H: 2.10612 1.81042 -2.85760
H: 3.24053 0.50398 -2.74096
H: 2.97489 1.50854 1.71298
H: 4.52924 0.91727 1.28705
H: 3.64765 0.11210 3.35707
H: 3.92619 -1.33151 2.41586
H: 2.24486 -0.64522 2.62530

Cartesian forces (eV/Å) of the 3 atoms listed first:
-0.63 -2.55 0.33
-2.71 1.79 0.14
-1.50 0.90 0.27

Results
HOMO level, eV: 1.1
Energy relative to the best compared isomer or geometry (same formula, charge and spin), kcal/mol: 217.38
Net charge: -2
F_max, eV Å⁻¹: 4.5
Molar mass, u: 369.36
E_LUMO, eV: 3.9

Here are the Mulliken charges for atoms 1 to 6, given in e: Ca 0.6204; P 0.7375; O -0.6200; O -0.7558; O -0.5935; O -0.7292



2.
Formula: C6H13N2O2
Source: the OMol25 dataset
Level of theory: the ωB97M-V functional and the def2-TZVPD basis

Element x y z (Å)
C: -0.64412 -2.09075 0.06158
C: -1.75466 0.08480 -0.19534
C: 0.55560 -0.02593 -0.03540
C: -2.18086 0.71168 -1.46914
C: 1.26450 0.61769 -1.17985
C: 2.20491 0.17566 1.83126
N: -1.76432 -1.30098 -0.06055
N: 0.87369 0.58196 1.30651
O: -0.63764 -3.26769 0.16979
O: 0.55041 -1.38001 0.05569
H: -1.91840 0.64806 0.71859
H: -1.76456 1.71165 -1.56668
H: -3.26854 0.81658 -1.48248
H: -1.88811 0.11176 -2.32726
H: 0.95687 1.65595 -1.28927
H: 1.01738 0.08466 -2.09554
H: 2.35085 0.58165 -1.06449
H: 2.34211 0.55572 2.84109
H: 2.26589 -0.91181 1.84199
H: 2.98941 0.56650 1.18944
H: -2.54667 -1.81556 -0.45249
H: 0.83401 1.60326 1.21684
H: 0.16226 0.28514 1.98571

Cartesian forces (eV/Å) of the 3 atoms listed first:
-0.32 -0.31 0.19
3.78 0.37 0.28
-4.23 0.24 -0.44

Results
HOMO level, eV: -13.1
Energy relative to the best compared isomer or geometry (same formula, charge and spin), kcal/mol: 58.90
Net charge: +1
F_max, eV Å⁻¹: 4.3
Molar mass, u: 145.18
E_LUMO, eV: -3.6

Here are the Mulliken charges for atoms 1 to 6, given in e: C 0.4312; C 0.3565; C 0.3439; C -1.3053; C -1.5753; C -0.8880



3.
Formula: C11H16NOS2
Source: the OMol25 dataset
Level of theory: the ωB97M-V functional and the def2-TZVPD basis

Element x y z (Å)
C: 2.32747 1.97056 -0.25767
C: 2.85549 1.35746 -1.36382
C: 1.52556 1.26257 0.65941
C: 2.76742 -0.08042 -1.51491
C: 1.44796 -0.09538 0.60769
C: 2.12472 -0.75709 -0.47335
C: -1.77138 -1.61937 -0.38434
C: -3.31618 -1.77226 -0.29623
C: -2.33705 0.67532 -0.61883
C: -2.03036 2.09330 -0.79901
C: 0.58212 -0.32868 2.87949
N: -1.40566 -0.24370 -0.60132
O: 0.84419 -0.89795 1.56333
S: -3.93798 -0.04242 -0.38486
S: 1.90661 -2.47210 -0.57480
H: 2.27744 3.03646 0.00303
H: 3.35415 2.07778 -2.02853
H: 1.12516 1.92721 1.32585
H: 3.17792 -0.70668 -2.29284
H: -1.46425 -1.99288 0.51357
H: -1.42291 -2.35293 -1.04409
H: -3.69005 -2.31904 -1.16981
H: -3.68089 -2.20585 0.77120
H: -1.00213 2.09318 -1.29623
H: -1.91121 2.64359 0.26629
H: -2.74545 2.55461 -1.31942
H: 1.49006 0.14152 3.37303
H: 0.54431 -1.30018 3.32691
H: -0.43631 0.29162 2.78633
H: -0.40452 -0.19057 -0.82476
H: 3.20574 -2.74770 -0.83133

Cartesian forces (eV/Å) of the 3 atoms listed first:
-1.79 -0.31 0.68
0.99 -0.35 -0.73
1.67 -0.07 -1.63

Results
HOMO level, eV: -11.4
Energy relative to the best compared isomer or geometry (same formula, charge and spin), kcal/mol: 4.96
Net charge: +1
F_max, eV Å⁻¹: 5.8
Molar mass, u: 242.39
E_LUMO, eV: -3.9

Here are the Mulliken charges for atoms 1 to 6, given in e: C -0.6921; C -0.4813; C -0.2113; C -0.5961; C -0.5635; C 0.9005



4.
Formula: C2H2O3S
Source: the OMol25 dataset
Level of theory: the ωB97M-V functional and the def2-TZVPD basis

Element x y z (Å)
C: 0.37211 0.34456 -0.05790
C: -1.01602 -0.35590 -0.01481
H: 1.08862 2.02604 0.07713
H: -1.80584 1.23548 -0.01490
O: 0.19140 1.64433 -0.08354
O: -2.13796 0.35541 0.11794
O: -1.03285 -1.54563 -0.08445
S: 1.77599 -0.42665 0.04840

Cartesian forces (eV/Å) of the 3 atoms listed first:
-1.07 -1.01 0.42
0.68 -2.03 -0.26
-0.75 0.13 -0.32

Results
HOMO level, eV: -9.8
Structure (SMILES): O=C(O)C(O)=S
Energy relative to the best compared isomer or geometry (same formula, charge and spin), kcal/mol: 19.22
F_max, eV Å⁻¹: 2.2
Molar mass, u: 106.10
E_LUMO, eV: -0.8

Here are the Mulliken charges for atoms 1 to 6, given in e: C 0.5348; C 0.3281; H 0.3641; H 0.3683; O -0.4771; O -0.4418



5.
Formula: C22H15BrN8O2PdS
Source: the OMol25 dataset
Level of theory: the ωB97M-V functional and the def2-TZVPD basis

Element x y z (Å)
Pd: 0.33297 0.55574 -0.38992
N: 4.10828 -1.28475 0.33479
C: 4.66133 -0.02900 0.43628
C: 3.64842 0.84971 0.20590
N: 2.49590 0.14814 -0.03222
C: 2.80198 -1.13102 0.05318
C: 1.75643 -2.11474 -0.15841
N: 0.53568 -1.69929 -0.44735
C: -0.24383 -2.82423 -0.55724
C: 0.52353 -3.92387 -0.33945
N: 1.79409 -3.45594 -0.08764
H: 4.61472 -2.14860 0.44002
H: 5.70497 0.12035 0.64663
H: 3.68018 1.92351 0.16719
H: -1.29428 -2.77817 -0.78074
H: 0.29059 -4.97338 -0.34559
H: 2.59371 -4.03407 0.11327
S: -1.88195 -0.08968 1.03994
C: -3.46474 0.17137 0.39737
N: -3.76533 -0.11921 -0.89016
C: -4.99075 0.01862 -1.42491
C: -6.03933 0.42268 -0.63820
C: -5.78694 0.72062 0.69846
C: -4.50704 0.61587 1.20853
H: -2.99657 -0.37366 -1.50162
H: -5.07819 -0.20558 -2.47805
H: -7.02513 0.52530 -1.06565
H: -6.58792 1.07300 1.33392
H: -4.28440 0.89225 2.22847
N: -1.25856 1.26630 -1.81361
C: -1.64864 2.34442 -1.56320
C: -2.14377 3.57595 -1.23191
C: -3.33492 3.61043 -0.45753
N: -4.29011 3.56661 0.18408
C: -1.39950 4.74369 -1.50286
N: -0.76888 5.69535 -1.67483
Br: -0.11822 6.68175 4.08095
C: 0.49512 6.15922 2.44684
C: 1.02571 7.12800 1.55800
C: 1.45968 6.72922 0.32867
C: 1.37428 5.36714 -0.03947
C: 0.86468 4.40138 0.85714
C: 0.41936 4.78350 2.08891
C: 0.74099 2.97544 0.40957
O: 0.25797 2.11773 1.19817
O: 1.08357 2.66673 -0.75721
H: 1.06600 8.16319 1.86633
H: 1.85156 7.44709 -0.37752
H: 1.73165 5.03875 -1.00536
H: 0.00781 4.05916 2.77868

Cartesian forces (eV/Å) of the 3 atoms listed first:
0.79 0.46 -0.42
0.01 0.06 0.00
0.02 -0.01 -0.03

Results
HOMO level (alpha / beta), eV: -13.5 / -13.3
Multiplicity: 5
Net charge: +2
F_max, eV Å⁻¹: 1.0
Molar mass, u: 641.81
E_LUMO (alpha / beta), eV: -5.6 / -9.4

Here are the Mulliken charges for atoms 1 to 6, given in e: Pd 0.3116; N -0.1112; C -0.6962; C -0.3669; N 0.0792; C 0.2591



6.
Formula: C3H4N2OS2
Source: the OMol25 dataset
Level of theory: the ωB97M-V functional and the def2-TZVPD basis

Element x y z (Å)
C: -1.65422 0.02217 -0.10845
C: 1.30689 -0.09378 -0.10086
C: 2.66642 -0.88069 0.06838
H: -2.56082 1.72154 0.53655
H: -0.73223 1.75699 -0.26184
H: -2.25381 -1.49587 -0.57810
H: 2.67698 -1.89317 0.50590
N: -1.49855 1.29704 0.46255
N: -2.73570 -0.56173 -0.41949
O: 1.13444 1.07313 -0.26942
S: -0.23972 -1.05763 0.20818
S: 3.89032 0.11202 -0.04341

Cartesian forces (eV/Å) of the 3 atoms listed first:
0.12 1.15 2.05
-2.14 -1.50 0.82
-1.66 1.42 0.63

Results
HOMO level, eV: -9.6
Structure (SMILES): [H]/N=C(/N)SC(=O)C=S
Energy relative to the best compared isomer or geometry (same formula, charge and spin), kcal/mol: 67.95
F_max, eV Å⁻¹: 3.9
Molar mass, u: 148.21
E_LUMO, eV: -1.7

Here are the Mulliken charges for atoms 1 to 6, given in e: C 0.4249; C 0.6731; C -0.2339; H 0.2859; H 0.3456; H 0.2686